Molecular formula: C7H16As2F15N2O5S
Method: DFT, ωB97M-V with the def2-TZVPD basis set

Its spin multiplicity is 1. For the gap between HOMO and LUMO, the calculation gives 0.380 hartree. For the highest occupied orbital energy, the calculation gives -7.91 eV. The net charge is -1. The value obtained for the calculated total energy is -194020.9751 eV.

Structure (XYZ):
```
48
Properties=species:S:1:pos:R:3:forces:R:3:nbo_charge:R:1
C -3.711 -0.545 0.493 0.3406 -1.6261 2.2206 -0.71
C -3.657 -2.132 0.693 -1.1373 3.2382 -1.2400 0.68
O -4.470 -2.739 0.045 0.1421 -1.6259 0.1134 -0.60
N -2.732 -2.595 1.597 -0.1541 1.9041 -0.2826 -0.69
H -1.249 -2.820 -0.018 -1.7325 1.0285 1.0169 0.57
H -2.617 -1.815 2.274 0.7941 -1.0675 -0.2998 0.45
C -2.815 -3.958 2.030 -0.9258 -0.7548 0.8157 -0.43
H -4.098 -0.133 1.438 0.0826 -0.0529 -0.1460 0.22
H -4.397 -0.259 -0.267 -0.2836 -0.1903 -0.8179 0.23
H -2.736 -0.119 0.401 0.6649 0.3346 -0.3309 0.23
H -2.053 -4.566 1.545 0.1613 -0.1055 0.2554 0.19
H -3.799 -4.341 1.682 0.5352 -0.0259 0.4553 0.22
H -2.732 -4.009 3.149 -0.0093 -0.1207 -1.1280 0.21
C 1.761 0.621 -1.485 0.8326 -0.1685 0.3610 -0.75
C 0.961 1.795 -1.084 2.5393 -1.8801 0.9875 0.76
O 0.089 2.282 -1.650 -2.8348 1.9059 -1.2437 -0.47
N 1.508 2.361 0.204 -0.3112 0.2285 0.1171 -0.63
H 1.360 1.594 0.887 0.3888 0.2418 -0.0587 0.48
H 2.514 2.594 0.054 -0.2298 -0.5056 0.1890 0.49
C 0.800 3.545 0.695 -1.2634 0.8449 1.0097 -0.44
H 1.334 0.142 -2.349 -0.1804 -0.0827 -0.2905 0.25
H 1.871 -0.111 -0.659 0.1082 0.5009 -0.4267 0.25
H 2.737 1.079 -1.748 -0.1582 -0.6582 0.1126 0.28
H -0.296 3.388 0.737 0.6778 -0.2150 -0.5016 0.24
H 1.024 4.455 0.125 0.1676 -0.5700 0.0694 0.24
H 1.051 3.654 1.752 0.3547 0.2078 -0.2030 0.24
C -0.464 -2.776 -3.304 -0.4028 0.6284 -1.9474 0.72
F -0.819 -3.327 -4.549 0.6372 0.5865 2.5458 -0.32
F 0.855 -2.562 -3.329 -0.6829 -0.1628 0.2440 -0.30
F -1.103 -1.584 -3.239 0.5371 -0.8771 0.2761 -0.31
S -1.005 -3.917 -1.923 -1.8466 -4.5111 -4.6900 2.31
O -0.695 -3.280 -0.629 1.9231 1.0063 1.3846 -0.89
O -2.394 -4.157 -2.294 1.8281 1.1701 1.4791 -0.88
O -0.114 -5.049 -2.007 -0.3821 1.2470 0.0003 -0.91
As 4.583 3.750 -1.579 2.7319 0.2613 1.6167 2.82
F 4.565 4.795 -0.154 0.0142 -0.4144 -0.6795 -0.63
F 4.862 5.088 -2.609 -0.0768 0.1315 -0.0118 -0.61
F 4.594 2.690 -2.930 -0.3594 -0.2500 -0.0292 -0.62
F 4.336 2.379 -0.475 -0.5729 0.0139 -0.1823 -0.65
F 2.855 3.949 -1.645 -0.3146 -0.2338 -0.2587 -0.65
F 6.348 3.454 -1.335 -1.6475 0.4950 -0.3968 -0.63
As -0.268 0.473 3.150 -0.9451 -1.7042 -3.2450 2.86
F 0.304 -1.153 3.178 0.3438 -0.0381 0.4802 -0.62
F -1.890 -0.209 2.899 0.1778 0.3084 0.3118 -0.66
F -0.923 2.018 2.891 -0.3492 1.0344 -0.0878 -0.63
F 1.304 1.137 3.206 0.7930 0.2091 0.1214 -0.63
F -0.066 0.346 1.359 0.1251 0.2986 0.0462 -0.68
F -0.514 0.565 4.776 -0.1010 0.0155 2.2679 -0.60
```
Forces are in eV/Å.


Molecular formula: C4H10O3
Method: DFT, ωB97M-V with the def2-TZVPD basis set

Its spin multiplicity is 1. The structure (SMILES) is CC(C)=O.OCO. For the gap between HOMO and LUMO, the calculation gives 0.383 hartree. For the highest occupied orbital energy, the calculation gives -9.71 eV. The net charge is 0. The energy above the lowest of the compared OMol25 structures with the same formula, charge and spin is 57.5 kcal per mole. The value obtained for the calculated total energy is -10450.7497 eV.

Structure (XYZ):
```
17
Properties=species:S:1:pos:R:3:forces:R:3:nbo_charge:R:1
C 2.649 -0.629 0.132 -0.1205 -0.0924 0.2336 -0.72
C 1.383 0.013 -0.380 0.5794 0.0589 -0.6960 0.62
C 1.243 1.491 -0.127 -0.3536 0.1602 0.2814 -0.73
O 0.608 -0.620 -1.068 -0.1625 0.0720 0.2551 -0.58
H 2.678 -1.683 -0.133 -0.0301 0.0211 -0.0393 0.24
H 2.704 -0.525 1.216 0.0170 0.0075 0.0654 0.23
H 3.523 -0.121 -0.276 -0.0274 0.0583 -0.0537 0.23
H 1.408 1.722 0.927 0.0639 -0.0514 0.0020 0.23
H 1.998 2.040 -0.693 0.0979 -0.1435 -0.0405 0.24
H 0.262 1.869 -0.407 -0.0330 -0.1656 -0.0656 0.25
O -1.839 0.165 -0.013 0.3117 -1.0146 0.7916 -0.79
C -2.890 -0.855 0.523 1.6343 1.1190 -0.4378 0.25
O -3.862 -0.498 -0.336 0.4688 1.7151 -1.0974 -0.77
H -1.260 -0.267 -0.675 0.0890 0.0304 0.4225 0.51
H -2.511 -1.881 0.408 0.0184 0.2024 0.1092 0.14
H -3.025 -0.550 1.571 -0.0063 -0.2133 -0.1632 0.14
H -3.068 0.328 -0.669 -2.5470 -1.7642 0.4327 0.51
```
Forces are in eV/Å.


Molecular formula: C9H8ClNOS
Method: DFT, ωB97M-V with the def2-TZVPD basis set

Its spin multiplicity is 1. For the gap between HOMO and LUMO, the calculation gives 0.272 hartree. For the highest occupied orbital energy, the calculation gives -8.08 eV. The net charge is 0. The energy above the lowest of the compared OMol25 structures with the same formula, charge and spin is 56.8 kcal per mole. The value obtained for the calculated total energy is -36354.8185 eV.

Structure (XYZ):
```
21
Properties=species:S:1:pos:R:3:forces:R:3:nbo_charge:R:1
C -0.816 1.170 1.288 0.4303 0.1758 -0.6497 -0.23
C -2.164 1.127 0.998 -0.5045 -1.2584 -1.0526 -0.21
C -1.823 -0.558 -0.732 -2.3508 1.0125 0.3914 -0.18
C -0.507 -0.517 -0.465 2.2265 1.4558 3.1467 -0.15
C 0.031 0.345 0.541 -2.9559 0.7249 -0.8279 0.23
C -2.681 0.278 0.027 -0.3008 -0.5399 -0.8170 0.00
C 0.371 -1.586 -0.813 0.6406 -0.6303 4.5148 -0.45
C 2.305 0.214 -0.291 -1.2591 2.9924 -0.2637 0.00
C 2.356 1.074 -1.346 -1.0033 -0.2456 1.4685 -0.47
N 1.356 0.324 0.746 1.4542 0.7703 -0.8427 -0.64
O 0.973 -2.297 1.647 0.1897 0.3272 0.5173 -0.92
S 1.070 -2.682 0.238 -0.7680 0.8012 -1.9103 1.14
Cl -4.499 0.287 -0.207 1.8996 -0.1497 0.0409 -0.05
H -0.423 1.931 1.966 -0.0401 -0.5028 -0.0625 0.23
H -2.911 1.697 1.453 -0.6092 1.1459 1.0664 0.23
H -2.128 -1.282 -1.450 -0.8166 -0.3206 -0.3986 0.23
H 3.032 -0.481 -0.029 1.5394 -1.1036 -0.2351 0.19
H 1.628 1.935 -1.508 0.9839 -1.4959 0.3371 0.22
H 0.119 -1.919 -1.693 -0.1737 -2.5309 -5.0965 0.21
H 3.173 0.951 -2.017 0.2946 0.0075 -0.5972 0.21
H 1.538 -0.012 1.646 1.1232 -0.6357 1.2709 0.41
```
Forces are in eV/Å.